{"formula": "C25H35N4ReSeSi", "method": "the ωB97M-V functional and the def2-TZVPD basis", "species": ["Re", "C", "C", "C", "N", "C", "C", "C", "C", "C", "C", "C", "N", "C", "C", "C", "N", "C", "C", "C", "C", "C", "C", "C", "N", "C", "C", "H", "H", "H", "H", "H", "H", "H", "H", "H", "H", "H", "H", "H", "H", "H", "H", "H", "H", "H", "H", "H", "H", "H", "H", "H", "H", "C", "Si", "C", "C", "Se", "H", "H", "H", "H", "H", "H", "H", "H", "H"], "positions_angstrom": [[0.33699, 0.04747, -0.15183], [-1.92354, 2.80998, -1.17113], [-3.00582, 1.74445, -1.34484], [-2.51639, 0.29023, -1.30469], [-1.70524, -0.01984, -0.13302], [-2.28797, -0.23811, 1.05847], [-3.68172, -0.23035, 1.22799], [-4.46419, -0.27230, 2.36667], [-4.08196, -0.27451, 3.69820], [-2.79041, -0.38253, 4.18090], [-1.60767, -0.57285, 3.48823], [-1.32799, -0.58189, 2.11464], [-0.09810, -0.82749, 1.62206], [0.94201, -1.44865, 2.43638], [2.20995, -0.60685, 2.57321], [2.93117, -0.43877, 1.23545], [2.23580, 0.47938, 0.34369], [2.73240, 1.67763, -0.03086], [3.89025, 2.22271, 0.53661], [4.53923, 3.42918, 0.32802], [4.24335, 4.44696, -0.55703], [3.22121, 4.45007, -1.49409], [2.24270, 3.50850, -1.73651], [1.92827, 2.29688, -1.09126], [0.85195, 1.57772, -1.43022], [0.07070, 1.94614, -2.60608], [-1.00200, 3.02222, -2.37300], [-1.32395, 2.59949, -0.27914], [-2.42915, 3.75795, -0.97761], [-3.51121, 1.89745, -2.30187], [-3.74941, 1.89158, -0.55849], [-1.90692, 0.07351, -2.17788], [-3.37991, -0.37712, -1.36254], [-4.24936, -0.16548, 0.31048], [-5.53326, -0.25496, 2.18911], [-4.87608, -0.20070, 4.43011], [-2.68710, -0.35454, 5.25935], [-0.74311, -0.68923, 4.12721], [1.21418, -2.37919, 1.93287], [0.57642, -1.71704, 3.42550], [2.87887, -1.12608, 3.26219], [1.97981, 0.37222, 3.00301], [2.94852, -1.40886, 0.73013], [3.96677, -0.15090, 1.39698], [4.34986, 1.61539, 1.30177], [5.41046, 3.59191, 0.95165], [4.88998, 5.31458, -0.53341], [3.17978, 5.31979, -2.13962], [1.57654, 3.77759, -2.54289], [-0.39587, 1.03287, -2.96895], [0.73680, 2.28083, -3.40563], [-1.60223, 3.07803, -3.28503], [-0.51795, 3.99345, -2.25039], [1.71013, -4.81391, -1.92059], [0.15934, -3.89037, -1.39312], [-1.27283, -4.31087, -2.53489], [-0.28998, -4.17302, 0.41536], [0.77326, -1.63751, -1.81681], [1.57517, -5.88991, -1.78728], [2.58473, -4.50612, -1.34706], [1.91346, -4.62671, -2.97639], [-1.42105, -5.39367, -2.52675], [-1.05577, -4.00876, -3.56015], [-2.20562, -3.83916, -2.22410], [-0.94413, -5.04439, 0.49434], [-0.81429, -3.31767, 0.84454], [0.60211, -4.37582, 1.01006]], "atomic_forces_ev_per_a": [[0.5, -1.9, -1.1], [0.0, 0.0, -0.1], [0.2, -0.1, 0.1], [-0.1, 0.3, -0.1], [0.5, 0.5, 0.2], [-0.4, -0.2, 0.2], [0.2, -0.1, -0.2], [0.0, 0.0, 0.3], [-0.2, 0.0, -0.1], [0.1, 0.0, 0.0], [0.0, 0.0, 0.0], [-0.1, -0.1, 0.0], [-0.1, 0.3, 0.2], [0.1, 0.1, 0.2], [-0.1, 0.0, -0.2], [0.0, 0.0, 0.2], [-1.0, 0.1, 0.4], [0.7, 0.5, -0.1], [-0.5, -0.4, -0.1], [0.0, 0.5, -0.3], [0.3, -0.2, 0.3], [-0.3, -0.2, -0.2], [0.2, 0.3, -0.1], [-0.1, -0.2, -0.1], [0.2, 0.3, 0.1], [-0.3, 0.2, -0.1], [0.1, -0.1, 0.1], [0.0, 0.0, 0.0], [0.0, 0.0, 0.0], [-0.1, 0.0, 0.0], [-0.1, 0.0, 0.0], [0.0, -0.1, 0.0], [0.1, -0.1, 0.0], [0.0, 0.0, 0.0], [0.0, 0.0, 0.0], [0.0, 0.0, 0.0], [0.0, 0.0, 0.0], [0.0, 0.0, 0.0], [0.0, 0.0, 0.0], [0.0, -0.1, -0.1], [0.0, 0.0, 0.0], [0.0, 0.0, 0.0], [0.1, 0.0, 0.0], [0.0, 0.0, 0.0], [0.0, 0.0, 0.0], [0.0, 0.0, 0.0], [0.0, 0.0, 0.0], [0.0, 0.0, 0.0], [0.0, 0.0, 0.0], [0.1, 0.0, 0.0], [0.0, -0.1, 0.0], [0.0, 0.1, 0.0], [0.0, 0.0, 0.0], [-0.3, 0.1, 0.1], [0.1, 0.1, 0.2], [0.3, 0.2, 0.2], [0.1, 0.0, -0.3], [-0.2, 0.1, 0.0], [0.0, 0.0, 0.0], [0.0, 0.0, 0.0], [0.0, 0.0, 0.0], [0.0, 0.0, 0.0], [0.0, 0.0, 0.0], [0.0, 0.0, 0.0], [0.0, 0.0, 0.0], [0.0, 0.0, 0.0], [0.0, 0.0, 0.0]], "lowdin_charge": [1.232, -0.203, -0.168, -0.223, -0.165, -0.206, 0.008, -0.046, -0.067, -0.050, 0.008, -0.211, -0.157, -0.216, -0.151, -0.216, -0.180, -0.192, 0.011, -0.051, -0.067, -0.045, 0.013, -0.200, -0.166, -0.226, -0.168, 0.093, 0.115, 0.122, 0.105, 0.075, 0.115, 0.100, 0.117, 0.112, 0.116, 0.103, 0.100, 0.105, 0.122, 0.122, 0.109, 0.103, 0.099, 0.116, 0.112, 0.117, 0.093, 0.074, 0.119, 0.122, 0.102, -0.229, 0.254, -0.216, -0.205, 0.430, 0.039, 0.028, 0.034, 0.039, 0.032, 0.029, 0.039, 0.009, 0.028], "spin_multiplicity": 2, "energy_ha": -3961.68669, "orbital_gap_ev": [5.48, 6.14], "max_force_ha_per_bohr": 0.04423, "charge": 1, "homo_ev": [-9.45, -9.86]}